Entry 1:
This record from the Open Molecules 2025 dataset describes a 3-piece molecular cluster, C2H9BNO2 overall. The level of theory is ωB97M-V with the def2-TZVPD basis set.

Bonds (Å) are listed after each position.
Positions of all 15 atoms, in Å:
1 H -0.519 0.353 0.486  C5 1.053
2 C -1.868 -1.174 -1.603  N6 1.502, H8 1.181, H10 1.147, H14 1.158
3 H -0.054 0.858 -0.999  C5 1.089
4 H 1.984 2.046 4.192  O11 0.985
5 C 0.135 0.057 -0.286  H1 1.053, H3 1.089, N6 1.528
6 N -0.552 -1.173 -0.877  C2 1.502, C5 1.528, H7 1.015, H9 1.090
7 H 0.154 -1.657 -1.423  N6 1.015
8 H -1.743 -0.594 -2.623  C2 1.181
9 H -0.772 -1.847 -0.049  N6 1.090
10 H -2.190 -2.234 -1.899  C2 1.147
11 O 2.016 1.905 3.218  H4 0.985, B13 1.273
12 O 2.511 1.579 0.753  B13 1.265
13 B 2.251 1.803 1.970  O11 1.273, O12 1.265
14 H -2.758 -0.599 -1.137  C2 1.158
15 H 1.405 0.677 0.278  no bonds

Summary:
Total charge: +1
Relative energy (zero: lowest compared OMol25 entry of this formula, charge and spin): 416.6 kJ/mol
Multiplicity: 1

Entry 2:
This record from the Open Molecules 2025 dataset describes an isolated ion of composition C2H9Cl2N2Si and charge +1. The level of theory is ωB97M-V with the def2-TZVPD basis set.

Bonds (Å) are listed after each position.
Positions of all 16 atoms, in Å:
1 H -0.098 -0.736 -1.186  C5 1.152
2 Cl -2.202 1.593 -0.370  Si7 2.106
3 H -0.369 1.186 0.011  N8 1.014
4 H 2.057 2.112 -0.409  C6 1.076
5 C 0.033 -0.815 -0.044  H1 1.152, N8 1.528, H9 1.096, N12 1.598
6 C 1.633 1.150 -0.636  H4 1.076, N8 1.483, H10 1.095, H14 1.107
7 Si -2.742 -0.104 0.754  Cl2 2.106, H11 1.462, N12 1.695, Cl13 2.014
8 N 0.475 0.637 0.136  H3 1.014, C5 1.528, C6 1.483, H15 1.017
9 H 0.607 -1.641 0.392  C5 1.096
10 H 2.504 0.511 -0.811  C6 1.095
11 H -2.943 0.109 2.186  Si7 1.462
12 N -1.357 -1.079 0.698  C5 1.598, Si7 1.695, H16 1.006
13 Cl -4.328 -0.792 -0.279  Si7 2.014
14 H 1.191 1.426 -1.613  C6 1.107
15 H 0.780 0.597 1.106  N8 1.017
16 H -1.602 -2.014 0.978  N12 1.006

Summary:
Total charge: +1
Structure (SMILES): C[NH2+]CN[SiH](Cl)Cl
Relative energy (zero: lowest compared OMol25 entry of this formula, charge and spin): 147.3 kJ/mol
Multiplicity: 1

Entry 3:
This record from the Open Molecules 2025 dataset describes a 2-piece molecular cluster, C2H9N2 overall. The level of theory is ωB97M-V with the def2-TZVPD basis set.

Bonds (Å) are listed after each position.
Positions of all 13 atoms, in Å:
1 H -1.164 2.216 -0.395  C10 1.068
2 H 1.596 -1.372 -1.322  N9 1.009
3 H -0.515 -1.518 1.174  C7 1.084
4 H 0.934 -0.447 1.681  C7 1.103
5 N -0.396 0.404 0.333  C7 1.432, H8 1.027, C10 1.365
6 H -1.435 1.952 1.408  C10 1.079
7 C -0.126 -0.529 1.385  H3 1.084, H4 1.103, N5 1.432, H11 1.098
8 H 0.078 0.173 -0.548  N5 1.027
9 N 0.945 -0.772 -1.806  H2 1.009, H12 1.009, H13 1.008
10 C -1.032 1.604 0.470  H1 1.068, N5 1.365, H6 1.079
11 H -0.539 -0.236 2.360  C7 1.098
12 H 0.241 -1.314 -2.283  N9 1.009
13 H 1.412 -0.162 -2.458  N9 1.008

Summary:
Relative energy (zero: lowest compared OMol25 entry of this formula, charge and spin): 19.9 kJ/mol
Multiplicity: 2
Expectation value of S²: 0.753

Entry 4:
This record from the Open Molecules 2025 dataset describes a 2-piece molecular cluster, C2H9N2 overall. The level of theory is ωB97M-V with the def2-TZVPD basis set.

Bonds (Å) are listed after each position.
Positions of all 13 atoms, in Å:
1 N 1.067 -1.102 0.434  C3 1.382, H10 1.005, H13 0.985
2 H 0.048 1.707 -3.048  C6 1.079
3 C 0.003 -0.456 1.035  N1 1.382, H5 1.074, N7 1.379
4 H 0.329 1.738 -1.192  C6 1.090
5 H -0.237 0.547 0.733  C3 1.074
6 C -0.271 1.442 -2.052  H2 1.079, H4 1.090, H8 1.095, H9 1.091
7 N -0.654 -1.012 2.113  C3 1.379, H11 0.996, H12 0.977
8 H -1.243 1.833 -1.737  C6 1.095
9 H -0.398 0.361 -1.981  C6 1.091
10 H 1.784 -0.562 -0.019  N1 1.005
11 H -0.163 -1.681 2.664  N7 0.996
12 H -1.573 -0.792 2.357  N7 0.977
13 H 1.309 -2.021 0.694  N1 0.985

Summary:
Relative energy (zero: lowest compared OMol25 entry of this formula, charge and spin): 23.3 kJ/mol
Multiplicity: 2
Expectation value of S²: 0.753

Number 1: maximum force 0.0773 hartree/bohr, electronic energy -8473.73608 eV. Number 2: maximum force 0.0901 hartree/bohr, electronic energy -38118.02603 eV. Number 3: maximum force 0.0334 hartree/bohr, electronic energy -5198.09300 eV. Number 4: maximum force 0.0353 hartree/bohr, electronic energy -5198.05779 eV.